{"formula": "C58H147N7O22", "method": "the ωB97M-V functional and the def2-TZVPD basis", "gap_ev": 9.3, "max_force_ha_per_bohr": 0.043, "total_charge": 0, "smiles": "COC[C@H](C)N.COC[C@H](C)N.COC[C@H](C)N.COC[C@H](C)N.COC[C@H](C)N.COC[C@H](C)N.COC[C@H](C)N.COCCOCCOC.COCCOCCOC.COCCOCCOC.COCCOCCOC.COCCOCCOC", "species": ["C", "O", "C", "C", "C", "N", "H", "H", "H", "H", "H", "H", "H", "H", "H", "H", "H", "C", "O", "C", "C", "C", "N", "H", "H", "H", "H", "H", "H", "H", "H", "H", "H", "H", "C", "O", "C", "C", "C", "N", "H", "H", "H", "H", "H", "H", "H", "H", "H", "H", "H", "C", "O", "C", "C", "C", "N", "H", "H", "H", "H", "H", "H", "H", "H", "H", "H", "H", "C", "O", "C", "C", "C", "N", "H", "H", "H", "H", "H", "H", "H", "H", "H", "H", "H", "C", "O", "C", "C", "C", "N", "H", "H", "H", "H", "H", "H", "H", "H", "H", "H", "H", "C", "O", "C", "C", "C", "N", "H", "H", "H", "H", "H", "H", "H", "H", "H", "H", "H", "C", "O", "C", "C", "O", "C", "C", "O", "C", "H", "H", "H", "H", "H", "H", "H", "H", "H", "H", "H", "H", "H", "H", "C", "O", "C", "C", "O", "C", "C", "O", "C", "H", "H", "H", "H", "H", "H", "H", "H", "H", "H", "H", "H", "H", "H", "C", "O", "C", "C", "O", "C", "C", "O", "C", "H", "H", "H", "H", "H", "H", "H", "H", "H", "H", "H", "H", "H", "H", "C", "O", "C", "C", "O", "C", "C", "O", "C", "H", "H", "H", "H", "H", "H", "H", "H", "H", "H", "H", "H", "H", "H", "C", "O", "C", "C", "O", "C", "C", "O", "C", "H", "H", "H", "H", "H", "H", "H", "H", "H", "H", "H", "H", "H", "H"], "coordinates": [[3.765, -5.035, 0.155], [4.268, -4.073, -0.761], [3.612, -4.052, -2.006], [2.399, -3.136, -2.014], [1.794, -3.003, -3.412], [2.824, -1.768, -1.575], [2.688, -5.187, 0.001], [3.925, -4.649, 1.157], [4.229, -6.025, 0.078], [4.341, -3.719, -2.746], [3.256, -5.040, -2.331], [1.616, -3.463, -1.319], [2.528, -2.552, -4.079], [0.974, -2.286, -3.335], [1.392, -3.954, -3.762], [2.059, -1.319, -1.070], [3.546, -1.948, -0.878], [-4.030, -1.677, 1.966], [-2.710, -1.832, 2.438], [-2.329, -3.192, 2.555], [-0.826, -3.293, 2.403], [-0.387, -4.746, 2.215], [-0.179, -2.792, 3.620], [-4.303, -0.632, 2.023], [-4.739, -2.260, 2.571], [-4.086, -2.068, 0.943], [-2.611, -3.547, 3.554], [-2.779, -3.826, 1.776], [-0.503, -2.690, 1.542], [-0.634, -5.298, 3.124], [0.690, -4.777, 2.056], [-0.903, -5.191, 1.362], [0.844, -2.810, 3.540], [-0.363, -1.793, 3.730], [0.264, 0.660, 0.914], [0.278, 0.332, -0.458], [-0.948, 0.438, -1.153], [-1.860, -0.757, -0.992], [-1.190, -2.045, -1.435], [-3.077, -0.591, -1.784], [0.149, 1.751, 1.009], [1.231, 0.373, 1.325], [-0.516, 0.137, 1.479], [-1.441, 1.362, -0.799], [-0.745, 0.636, -2.208], [-2.100, -0.873, 0.079], [-0.240, -2.200, -0.918], [-1.016, -2.040, -2.515], [-1.810, -2.912, -1.192], [-3.643, -1.438, -1.795], [-3.773, 0.055, -1.396], [-3.335, 3.084, 6.713], [-3.588, 2.852, 5.346], [-3.163, 3.942, 4.561], [-3.202, 3.544, 3.104], [-2.316, 2.358, 2.831], [-2.730, 4.647, 2.208], [-2.253, 3.063, 6.878], [-3.795, 2.281, 7.288], [-3.794, 4.019, 7.049], [-3.770, 4.827, 4.798], [-2.117, 4.190, 4.818], [-4.214, 3.381, 2.747], [-2.681, 1.409, 3.231], [-1.318, 2.492, 3.263], [-2.184, 2.196, 1.760], [-1.854, 5.013, 2.600], [-3.324, 5.463, 2.381], [-6.841, -4.438, -3.008], [-7.138, -3.138, -3.501], [-5.973, -2.389, -3.829], [-6.377, -1.024, -4.335], [-5.142, -0.203, -4.635], [-7.225, -0.370, -3.276], [-6.258, -4.962, -3.767], [-7.803, -4.915, -2.819], [-6.332, -4.355, -2.042], [-5.324, -2.384, -2.936], [-5.334, -2.892, -4.568], [-6.978, -1.079, -5.245], [-5.357, 0.841, -4.884], [-4.623, -0.525, -5.549], [-4.372, -0.239, -3.858], [-6.617, -0.438, -2.453], [-7.849, -1.173, -3.162], [3.947, 3.099, -6.964], [3.438, 2.005, -6.242], [3.667, 2.115, -4.857], [3.094, 0.950, -4.126], [1.583, 1.051, -3.917], [3.735, 0.836, -2.782], [3.302, 3.982, -6.857], [3.980, 2.807, -8.012], [4.954, 3.405, -6.652], [4.754, 2.146, -4.657], [3.280, 3.059, -4.442], [3.305, 0.014, -4.664], [1.077, 1.031, -4.885], [1.388, 2.065, -3.548], [1.218, 0.337, -3.187], [4.738, 0.728, -2.916], [3.378, -0.066, -2.439], [4.516, 1.718, 5.342], [3.491, 1.339, 6.211], [2.529, 0.508, 5.628], [1.729, 1.177, 4.520], [1.263, 2.593, 4.870], [0.530, 0.346, 4.240], [4.229, 2.452, 4.578], [4.888, 0.857, 4.754], [5.374, 2.078, 5.904], [2.973, -0.391, 5.173], [1.828, 0.213, 6.409], [2.236, 1.194, 3.549], [0.787, 3.104, 4.026], [2.137, 3.236, 5.037], [0.617, 2.649, 5.745], [-0.153, 0.876, 3.716], [0.063, 0.023, 5.080], [-8.534, 2.982, -2.022], [-7.289, 3.233, -1.406], [-6.196, 3.056, -2.305], [-4.963, 2.624, -1.538], [-5.065, 1.379, -0.896], [-5.793, 1.382, 0.338], [-6.923, 0.394, 0.183], [-6.256, -0.849, -0.025], [-7.105, -1.938, -0.178], [-8.707, 1.921, -2.231], [-8.691, 3.559, -2.940], [-9.307, 3.305, -1.318], [-6.024, 3.988, -2.848], [-6.387, 2.217, -2.987], [-4.558, 3.411, -0.888], [-4.199, 2.512, -2.321], [-6.171, 2.375, 0.559], [-5.119, 1.054, 1.129], [-7.525, 0.681, -0.682], [-7.523, 0.255, 1.091], [-7.771, -2.096, 0.687], [-6.506, -2.845, -0.260], [-7.748, -1.855, -1.060], [8.025, 8.133, -1.262], [6.658, 8.460, -1.040], [6.188, 7.942, 0.178], [4.702, 8.185, 0.186], [4.185, 7.679, 1.410], [2.803, 7.837, 1.541], [2.336, 6.979, 2.697], [2.458, 5.617, 2.491], [1.397, 4.991, 1.795], [8.139, 7.056, -1.446], [8.648, 8.376, -0.398], [8.300, 8.671, -2.166], [6.660, 8.426, 1.043], [6.384, 6.867, 0.235], [4.251, 7.583, -0.616], [4.396, 9.226, 0.049], [2.272, 7.543, 0.621], [2.562, 8.885, 1.772], [1.307, 7.258, 2.972], [2.955, 7.261, 3.554], [1.268, 5.410, 0.794], [0.456, 5.104, 2.350], [1.697, 3.946, 1.782], [6.487, -1.606, 1.656], [5.959, -0.320, 1.637], [5.618, 0.194, 0.355], [4.808, 1.432, 0.624], [5.582, 2.419, 1.269], [4.999, 3.695, 1.236], [5.733, 4.722, 2.083], [7.031, 5.020, 1.627], [7.976, 3.991, 1.812], [6.679, -1.970, 2.664], [7.317, -1.805, 0.968], [5.718, -2.337, 1.322], [4.884, -0.447, -0.156], [6.541, 0.360, -0.205], [3.909, 1.216, 1.218], [4.486, 1.838, -0.348], [3.971, 3.615, 1.631], [4.901, 4.069, 0.202], [5.746, 4.330, 3.112], [5.065, 5.581, 2.027], [8.945, 4.480, 1.913], [8.033, 3.365, 0.917], [7.732, 3.346, 2.656], [-3.424, -5.043, -1.872], [-3.547, -4.444, -3.112], [-2.360, -4.542, -3.873], [-2.438, -3.664, -5.077], [-3.628, -3.929, -5.770], [-3.710, -3.187, -6.970], [-5.084, -3.421, -7.567], [-5.433, -2.350, -8.380], [-6.617, -2.597, -9.121], [-4.295, -4.826, -1.257], [-2.498, -4.767, -1.348], [-3.391, -6.145, -1.947], [-2.139, -5.596, -4.097], [-1.536, -4.268, -3.194], [-1.594, -3.912, -5.742], [-2.316, -2.601, -4.830], [-2.944, -3.536, -7.676], [-3.522, -2.128, -6.759], [-5.796, -3.590, -6.741], [-5.045, -4.408, -8.059], [-7.318, -3.225, -8.563], [-6.352, -3.083, -10.066], [-7.116, -1.658, -9.353], [2.810, -1.574, 2.642], [2.713, -2.608, 3.604], [3.862, -2.720, 4.447], [3.557, -3.800, 5.481], [3.696, -5.112, 4.976], [2.562, -5.605, 4.299], [2.589, -7.110, 4.312], [3.610, -7.535, 3.424], [3.658, -8.942, 3.284], [3.238, -1.960, 1.710], [3.394, -0.680, 2.897], [1.810, -1.165, 2.479], [4.124, -1.806, 4.990], [4.672, -3.037, 3.780], [2.510, -3.643, 5.766], [4.300, -3.725, 6.273], [2.496, -5.200, 3.289], [1.638, -5.268, 4.801], [1.637, -7.468, 3.896], [2.758, -7.425, 5.346], [4.624, -9.179, 2.848], [2.823, -9.336, 2.692], [3.580, -9.421, 4.271]], "forces_ev_per_angstrom": [[-0.54, 0.05, -0.05], [0.19, -0.38, 0.20], [-0.52, -0.19, -0.33], [-0.10, 1.40, -0.09], [-0.13, 0.20, 0.70], [0.02, -0.95, 0.30], [0.05, 0.11, 0.14], [0.03, -0.03, 0.13], [0.26, 0.20, -0.21], [-0.01, 0.18, -0.01], [0.27, -0.14, 0.20], [0.17, -0.52, -0.06], [0.04, -0.30, -0.20], [-0.03, -0.11, -0.15], [0.14, 0.02, -0.26], [0.03, 0.06, -0.16], [-0.04, 0.25, 0.05], [0.07, -0.74, 0.12], [0.06, 0.07, 0.00], [0.39, 0.16, -0.13], [0.68, -0.07, 0.62], [-0.36, 0.45, -0.04], [0.21, 0.50, 0.10], [0.07, 0.09, -0.16], [0.01, 0.12, 0.05], [-0.19, 0.33, -0.10], [-0.06, -0.24, -0.11], [-0.28, 0.25, 0.04], [-0.29, -0.12, -0.27], [0.06, -0.11, -0.05], [0.01, -0.13, -0.03], [0.13, -0.11, -0.02], [-0.55, -0.35, 0.06], [-0.17, -0.27, -0.06], [-0.12, 0.31, -0.31], [0.51, -0.76, -0.36], [-0.35, 1.21, 0.29], [-0.59, -0.68, 0.50], [0.27, -0.19, 0.09], [-0.79, 0.24, -0.18], [-0.11, -0.11, 0.23], [-0.01, 0.06, -0.06], [-0.07, 0.01, -0.06], [-0.23, -0.24, -0.03], [0.21, -0.32, 0.00], [0.16, 0.10, -0.03], [0.02, 0.12, -0.06], [-0.04, 0.07, 0.05], [-0.08, 0.20, -0.05], [0.57, -0.32, -0.09], [0.74, 0.26, 0.11], [-0.14, -0.36, -0.04], [-0.21, 0.03, 0.06], [0.18, -0.22, 0.30], [0.35, 0.92, -1.04], [0.22, -1.01, -0.13], [0.09, 0.73, 1.10], [-0.02, 0.27, 0.25], [0.04, -0.09, -0.10], [0.24, 0.14, 0.00], [-0.07, 0.02, -0.23], [-0.05, 0.03, -0.05], [-0.27, -0.41, 0.31], [-0.20, 0.19, 0.17], [-0.07, 0.28, -0.03], [-0.09, 0.22, -0.03], [0.13, -0.45, -0.29], [-0.25, -0.30, -0.32], [-0.43, 0.80, -0.18], [-0.05, -0.02, -0.26], [0.44, -0.84, -0.28], [0.26, 0.92, 0.76], [0.85, 0.38, -0.76], [0.53, -1.09, -0.72], [0.14, -0.33, 0.33], [0.05, -0.16, -0.18], [0.31, -0.17, -0.18], [-0.14, 0.63, 0.02], [-0.37, -0.24, -0.10], [-0.08, -0.31, 0.08], [-0.33, -0.02, 0.42], [-0.23, -0.41, 0.11], [-0.29, 0.08, 0.19], [-0.20, 0.34, 0.09], [-0.55, 0.64, 0.59], [-0.18, 0.28, -0.11], [0.05, -0.01, 0.06], [0.80, 0.54, 0.01], [-0.25, -1.18, 1.15], [0.48, 1.19, -0.49], [-0.54, 0.10, -0.61], [0.00, -0.08, -0.02], [-0.02, 0.05, -0.01], [0.00, -0.26, 0.09], [-0.05, -0.03, -0.18], [-0.19, -0.07, -0.14], [0.00, 0.29, -0.40], [-0.14, -0.50, 0.13], [-0.09, -0.18, 0.34], [-0.11, -0.22, -0.17], [-0.03, -0.09, 0.04], [0.46, 0.36, 0.24], [0.75, -0.61, -1.07], [-0.02, 0.10, 0.51], [-0.19, -0.06, -0.88], [-2.15, 0.42, -0.29], [1.30, 0.77, -0.25], [0.37, -0.52, 0.01], [-0.17, 0.19, 0.29], [-0.12, 0.01, 0.19], [-0.20, 0.22, 0.21], [-0.05, 0.18, 0.43], [0.12, -0.02, 0.16], [0.50, 0.17, 0.28], [-0.31, -0.43, -0.02], [-0.11, -0.08, 0.34], [-0.02, -0.21, 0.03], [0.01, 0.03, -0.03], [0.11, 0.17, 0.15], [-0.71, 0.23, 0.36], [0.10, -0.12, -0.39], [-0.23, -0.76, 0.72], [0.83, 0.84, -0.82], [-0.29, 0.31, 0.32], [-0.14, 0.04, -0.25], [0.63, -0.62, 0.31], [0.22, 0.12, -0.27], [-0.74, -0.63, 0.17], [0.29, -0.01, -0.15], [0.25, -0.03, -0.05], [0.12, -0.02, -0.01], [0.17, -0.03, -0.17], [-0.35, 0.27, -0.15], [-0.33, -0.13, 0.31], [0.04, -0.20, 0.18], [-0.03, 0.10, 0.04], [0.05, 0.02, 0.06], [-0.21, -0.13, 0.07], [-0.17, 0.53, -0.07], [0.11, 0.24, 0.04], [0.14, 0.10, -0.13], [0.08, -0.01, -0.04], [-0.63, -0.32, -0.18], [0.60, 0.11, -0.02], [-0.15, 0.08, -0.06], [-0.80, -0.83, 0.17], [0.39, 0.06, 0.01], [-0.36, -0.07, -0.01], [-0.20, 1.13, 0.45], [0.24, -0.72, 0.03], [0.33, 0.35, 0.45], [-0.05, 0.06, 0.01], [0.04, 0.29, -0.10], [0.33, 0.08, 0.14], [0.08, 0.02, -0.04], [0.00, 0.02, 0.15], [0.06, 0.28, -0.18], [0.33, 0.11, -0.02], [0.13, 0.12, -0.03], [-0.11, -0.01, -0.14], [-0.04, -0.06, -0.16], [0.05, -0.28, 0.01], [0.00, -0.22, -0.10], [0.01, -0.05, -0.04], [-0.33, -0.12, -0.38], [-1.16, -1.73, -0.81], [0.20, 0.23, 0.33], [-0.68, -0.13, 1.31], [0.35, 1.19, -0.84], [0.63, -0.19, 0.25], [-0.69, 0.04, -0.11], [-0.54, -1.23, -0.20], [-0.44, 0.55, 0.19], [0.28, -0.05, -0.66], [0.48, 0.67, 0.16], [0.31, 0.49, 0.28], [0.04, 0.23, -0.17], [0.57, -0.39, -0.20], [-0.22, 0.12, -0.34], [0.04, -0.24, 0.02], [-0.20, -0.22, 0.06], [0.08, 0.19, 0.02], [0.16, -0.13, 0.02], [0.18, 0.23, 0.02], [0.54, 0.43, 0.16], [0.02, -0.09, 0.31], [-0.09, -0.13, 0.10], [0.10, 0.09, 0.17], [0.16, -1.23, 0.64], [-0.20, 0.60, -0.43], [0.31, -0.58, 1.26], [0.67, -0.18, -0.64], [-0.22, 0.04, -0.04], [0.20, 0.00, -0.03], [0.21, -0.95, 0.91], [-0.37, 0.23, -0.26], [0.20, -0.10, -0.22], [0.04, 0.33, -0.03], [-0.17, 0.19, 0.00], [0.02, 0.09, -0.16], [-0.37, 0.03, -0.42], [0.15, 0.38, -0.47], [0.10, 0.04, 0.20], [-0.37, 0.01, 0.15], [0.07, 0.15, 0.08], [-0.19, 0.06, -0.12], [-0.04, 0.41, -0.05], [-0.14, 0.32, -0.50], [0.03, -0.02, 0.02], [-0.17, -0.13, 0.06], [0.18, 0.13, 0.11], [-0.19, 0.39, -0.67], [0.44, 1.03, 0.56], [-0.16, -1.03, -0.41], [0.26, -0.01, -1.06], [0.04, -0.08, 0.11], [-0.45, 0.24, 0.24], [0.11, 0.50, -1.06], [0.07, -0.22, 0.24], [-0.13, 0.19, 0.63], [-0.08, -0.03, -0.06], [0.34, -0.45, 0.56], [-0.04, -0.45, -0.11], [-0.10, 0.09, -0.40], [0.37, 0.11, 0.43], [0.19, 0.10, 0.63], [-0.32, 0.12, 0.34], [0.17, -0.15, -0.21], [0.12, -0.05, 0.07], [-0.15, -0.09, 0.46], [-0.01, -0.38, -0.09], [-0.08, -0.16, -0.18], [0.11, 0.14, -0.21], [0.19, -0.02, -0.06]], "lowdin_charge": [-0.08, -0.20, -0.21, -0.41, -0.05, 0.06, 0.08, 0.08, 0.09, 0.13, 0.13, 0.12, 0.08, 0.05, 0.08, 0.07, 0.05, -0.11, -0.20, -0.21, -0.43, -0.05, 0.07, 0.07, 0.10, 0.08, 0.13, 0.12, 0.13, 0.08, 0.06, 0.07, 0.03, 0.04, -0.10, -0.20, -0.19, -0.42, -0.04, 0.08, 0.09, 0.06, 0.08, 0.13, 0.11, 0.12, 0.06, 0.07, 0.06, 0.06, 0.05, -0.11, -0.18, -0.23, -0.42, -0.06, 0.04, 0.09, 0.09, 0.09, 0.13, 0.13, 0.13, 0.08, 0.05, 0.07, 0.05, 0.07, -0.08, -0.20, -0.21, -0.39, -0.05, 0.07, 0.09, 0.09, 0.06, 0.12, 0.10, 0.14, 0.08, 0.07, 0.06, 0.04, 0.06, -0.12, -0.17, -0.24, -0.43, -0.05, 0.04, 0.09, 0.09, 0.09, 0.12, 0.13, 0.13, 0.08, 0.08, 0.04, 0.07, 0.02, -0.11, -0.16, -0.20, -0.40, -0.04, 0.06, 0.08, 0.09, 0.09, 0.09, 0.14, 0.11, 0.05, 0.08, 0.08, 0.03, 0.08, -0.12, -0.20, -0.19, -0.20, -0.17, -0.15, -0.16, -0.22, -0.12, 0.07, 0.09, 0.09, 0.13, 0.11, 0.13, 0.13, 0.12, 0.11, 0.11, 0.14, 0.10, 0.08, 0.08, -0.10, -0.19, -0.21, -0.18, -0.15, -0.21, -0.22, -0.19, -0.08, 0.09, 0.09, 0.09, 0.14, 0.11, 0.13, 0.13, 0.13, 0.13, 0.13, 0.13, 0.09, 0.07, 0.07, -0.13, -0.19, -0.18, -0.19, -0.14, -0.20, -0.19, -0.19, -0.10, 0.08, 0.09, 0.07, 0.11, 0.14, 0.12, 0.11, 0.11, 0.14, 0.13, 0.10, 0.09, 0.08, 0.09, -0.13, -0.19, -0.20, -0.20, -0.15, -0.19, -0.23, -0.17, -0.10, 0.08, 0.07, 0.10, 0.14, 0.11, 0.13, 0.13, 0.13, 0.12, 0.12, 0.13, 0.09, 0.09, 0.09, -0.10, -0.23, -0.17, -0.17, -0.12, -0.21, -0.20, -0.19, -0.11, 0.08, 0.08, 0.05, 0.11, 0.13, 0.13, 0.13, 0.10, 0.13, 0.13, 0.13, 0.09, 0.09, 0.09]}